Density functional theory data (wB97M-V/def2-TZVPD) for a molecular structure, C55H52GeKN5 in a non-equilibrium geometry.

Results
- maximum force (Eh/bohr) = 0.03427
- highest occupied orbital energy (eV) = -6.72
- molecular weight (g/mol) = 894.76
- relative energy (zero: lowest compared OMol25 entry of this formula, charge and spin) (kcal/mol) = 58.2
- multiplicity = 1

Positions of all 114 atoms, in Å:
H1 -0.063 -2.373 3.460
C1 5.490 3.640 -3.926
C2 -1.880 4.272 -1.362
C3 -4.398 -3.428 0.973
H2 -1.354 -4.078 -1.723
C4 1.513 4.699 -2.502
C5 4.000 3.252 -2.072
H3 -0.161 6.070 -2.846
C6 2.915 -3.762 -2.240
C7 2.735 2.673 -1.529
H4 3.626 2.582 -4.071
H5 -1.339 -3.181 -0.258
C8 -2.799 5.478 -3.352
H6 -5.379 0.515 5.873
C9 6.363 4.323 -3.089
H7 6.225 -4.338 -1.289
H8 -4.133 -2.664 1.704
C10 2.844 1.540 -0.775
H9 -2.904 6.436 -0.113
C11 -5.340 -0.006 2.056
C12 4.348 -3.397 -1.864
H10 -0.125 -7.070 1.589
C13 4.080 0.899 -0.349
H11 4.625 4.062 -0.193
C14 6.052 4.475 -1.746
H12 -2.497 -1.354 3.780
C15 -4.233 0.679 4.072
H13 -0.047 -6.108 3.067
C16 4.013 -3.461 3.751
H14 7.282 4.737 -3.483
N1 -3.033 -1.142 -1.259
C17 -6.489 -0.153 4.163
H15 2.532 -3.657 0.710
C18 1.525 3.442 -1.802
C19 -0.665 -3.713 -0.944
C20 2.029 -2.531 -2.458
H16 4.677 -4.016 4.400
H17 -5.204 -4.035 1.382
C21 -3.923 7.592 -3.130
H18 1.091 -4.816 -0.239
H19 -4.064 8.364 -1.132
C22 2.802 -3.258 1.683
C23 -0.518 4.153 -1.716
H20 2.363 5.193 -2.946
C24 3.657 -3.974 2.513
C25 0.092 -0.824 1.803
C26 -0.415 -4.945 1.265
C27 -3.067 6.471 -1.183
H21 -1.507 -4.997 1.322
C28 -1.755 -1.052 3.059
K1 -0.677 0.899 -0.982
C29 -4.033 3.656 -0.151
C30 -2.600 5.426 -1.975
H22 4.045 -4.931 2.188
N2 1.762 0.832 -0.234
H23 4.780 -2.785 -2.662
N3 -2.137 2.427 0.241
H24 3.793 -1.816 5.115
C31 3.515 -2.227 4.153
C32 4.311 3.112 -3.421
C33 3.725 -0.121 0.464
C34 4.874 3.943 -1.240
C35 -2.640 3.478 -0.469
C36 -0.516 -1.570 2.900
C37 -2.990 0.812 1.890
H25 -5.760 -2.204 -0.197
C38 2.265 -0.117 0.493
C39 -4.848 -2.785 -0.341
C40 2.297 -2.029 2.080
H26 4.333 -2.758 -0.973
N4 -0.703 0.090 1.334
C41 0.225 5.142 -2.456
Ge1 0.138 -2.180 -1.936
H27 4.375 -0.800 0.993
H28 -3.528 -4.063 0.813
H29 1.134 -1.878 0.333
N5 0.317 3.132 -1.340
C42 -3.466 6.551 -3.925
C43 2.665 -1.516 3.320
H30 -3.360 1.084 4.569
H31 1.299 -6.090 1.932
C44 -5.370 0.359 4.802
H32 2.934 -4.365 -3.153
H33 -5.062 -3.537 -1.101
H34 -7.348 -0.720 2.279
H35 -0.136 -4.010 1.760
H36 -3.622 6.576 -4.996
H37 -4.697 4.397 -0.564
C45 -4.205 0.491 2.695
H38 -5.325 -0.118 0.978
H39 2.514 -4.422 -1.471
C46 -6.472 -0.333 2.786
C47 5.220 -4.617 -1.607
C48 -3.825 -1.876 -0.871
C49 0.004 -4.878 -0.201
H40 5.728 3.518 -4.975
H41 -4.436 8.434 -3.577
C50 0.209 -6.117 2.007
H42 -2.430 4.670 -3.970
H43 2.505 -1.644 -2.002
H44 6.725 5.010 -1.088
H45 5.077 1.214 -0.611
C51 1.424 -1.204 1.157
H46 2.284 -0.549 3.632
C52 -4.340 2.700 0.773
H47 5.314 -5.234 -2.504
H48 -0.245 -5.830 -0.682
C53 -3.133 1.942 0.978
C54 -3.718 7.552 -1.758
H49 4.788 -5.246 -0.823
C55 -1.888 0.023 2.086
H50 -7.373 -0.403 4.734
H51 2.002 -2.254 -3.521
H52 -5.290 2.544 1.257

Forces on atoms 1 to 6 (eV/Å):
0.0 0.0 0.0
0.0 0.0 0.0
0.0 0.0 0.1
0.0 0.0 0.0
0.0 0.0 0.0
-0.1 0.1 -0.1

Here are the Mulliken charges for atoms 1 to 6, given in e: 0.609 -0.847 1.975 -0.467 0.570 -1.375

Density functional theory data (wB97M-V/def2-TZVPD) for a molecular structure, C38H30CsIN2O2P in a non-equilibrium geometry.

Results
- maximum force (Eh/bohr) = 0.04913
- highest occupied orbital energy (eV) = -4.25
- molecular weight (g/mol) = 837.45
- net charge = -1
- multiplicity = 1

Positions of all 75 atoms, in Å:
C1 0.481 4.515 -3.125
H1 -3.801 -4.947 1.745
C2 0.512 -4.016 -2.949
H2 0.472 -5.100 -3.146
H3 -0.628 4.527 -1.304
H4 -2.146 -4.134 -3.847
C3 -1.932 -4.116 4.438
H5 4.955 -4.662 -3.871
H6 0.600 6.405 1.855
H7 -3.914 -3.799 -2.364
C4 0.663 2.810 -1.428
H8 -3.589 -5.476 4.173
C5 4.202 -3.930 -3.616
H9 -3.786 5.791 3.194
C6 2.203 -2.008 -2.933
C7 1.491 0.611 2.065
H10 -1.939 -2.280 -0.007
H11 0.569 0.091 2.292
H12 3.805 -0.590 -3.110
H13 4.694 0.697 3.163
C8 -1.074 -3.211 3.862
C9 -2.925 -4.765 3.699
C10 -2.199 -3.550 1.742
N1 -2.918 -3.984 -0.558
Cs1 0.287 -1.711 -0.488
C11 -0.571 3.298 1.081
C12 -1.160 -2.894 2.482
C13 -3.043 -4.469 2.354
H14 2.514 -0.355 3.663
C14 -1.362 5.691 2.297
C15 3.944 1.789 1.475
P1 0.059 1.914 0.041
C16 -2.263 4.596 2.254
H15 -1.707 6.612 2.750
H16 1.965 1.164 -1.961
H17 -4.790 1.720 2.478
H18 2.657 2.106 -4.071
C17 -2.846 2.280 1.835
C18 3.829 0.928 2.554
C19 -1.834 -4.152 -2.796
C20 -2.361 -3.235 0.297
C21 -3.553 4.809 2.804
C22 1.579 2.137 -2.238
C23 0.107 3.991 -1.896
C24 -4.086 2.532 2.375
C25 1.874 -3.423 -3.044
H19 4.898 2.237 1.231
C26 -2.940 -3.516 -1.948
C27 1.957 2.661 -3.461
N2 -0.580 -3.394 -2.708
C28 3.560 -1.641 -3.194
C29 -0.101 5.582 1.807
H20 5.529 -2.233 -3.696
C30 -4.461 3.804 2.842
C31 2.831 2.073 0.700
H21 -2.854 -2.423 -2.034
C32 2.899 -4.315 -3.384
O1 1.358 -1.133 -2.574
H22 -1.832 -4.329 5.498
H23 -1.713 -5.205 -2.502
C33 0.270 4.377 1.190
H24 -5.448 3.953 3.258
H25 0.034 5.439 -3.466
H26 1.255 4.310 0.748
H27 1.704 4.263 -4.869
O2 -0.368 -2.075 1.897
C34 1.415 3.857 -3.908
C35 4.510 -2.566 -3.517
C36 2.607 0.342 2.842
I1 -2.541 0.225 1.519
H28 -0.305 -2.721 4.445
C37 -1.879 3.348 1.694
H29 2.632 -5.366 -3.472
C38 1.596 1.500 0.992
H30 2.927 2.738 -0.146

Forces on atoms 1 to 6 (eV/Å):
0.0 0.0 -0.1
0.0 0.0 0.0
0.1 0.7 0.0
0.2 0.0 0.0
0.1 -0.1 0.0
-0.1 0.0 0.1

Here are the Mulliken charges for atoms 1 to 6, given in e: -0.644 0.417 -0.293 0.136 0.367 0.308

Density functional theory data (wB97M-V/def2-TZVPD) for a molecular structure, C29H43BCaF5N7O2PSi in a non-equilibrium geometry.

Results
- maximum force (Eh/bohr) = 0.03474
- highest occupied orbital energy (eV) = -3.70
- molecular weight (g/mol) = 726.65
- net charge = -1
- relative energy (zero: lowest compared OMol25 entry of this formula, charge and spin) (kcal/mol) = 42.4
- multiplicity = 1

Positions of all 90 atoms, in Å:
H1 -3.795 -1.790 4.124
H2 6.316 0.857 0.726
H3 0.985 1.655 -5.382
C1 0.136 4.169 0.415
H4 2.576 0.593 -1.351
H5 -1.379 6.770 2.049
H6 -0.289 -3.102 -1.536
H7 -2.882 -2.344 -4.199
H8 1.964 1.659 4.594
C2 3.687 -1.228 1.114
H9 0.856 -4.241 -2.217
H10 2.090 0.223 3.577
N1 -2.024 -0.703 1.638
C3 5.353 0.385 0.570
H11 -0.874 -0.782 -6.031
C4 -0.044 2.719 0.086
C5 -0.821 4.880 1.137
H12 -3.365 -0.471 -2.543
H13 -1.993 0.355 -1.792
H14 -1.261 -3.056 -4.155
N2 5.246 2.767 -2.016
H15 -3.661 -2.891 -0.540
F1 0.945 -2.513 1.485
B1 1.055 -3.982 1.763
C6 -0.630 6.213 1.498
N3 2.869 -0.782 0.160
C7 1.568 0.656 4.427
H16 -4.897 -0.200 0.394
C8 4.931 -0.666 1.360
O1 1.973 2.224 1.284
C9 4.916 1.921 -1.311
H17 -0.735 1.467 -4.992
C10 -2.596 0.752 3.558
C11 3.275 0.237 -0.599
C12 -2.132 1.407 4.674
H18 2.504 -1.562 -4.285
F2 0.745 8.126 1.476
C13 0.961 1.694 0.800
P1 0.110 -0.874 -3.047
H19 -2.119 -3.352 0.243
H20 0.814 -0.611 -6.548
C14 0.171 -0.940 -5.728
F3 0.203 -4.623 0.848
Ca1 0.253 -0.602 0.968
H21 -2.825 1.965 5.296
H22 2.445 6.679 0.173
C15 0.719 -3.198 -1.936
C16 0.546 6.825 1.133
H23 2.662 -3.258 -3.795
H24 2.085 4.299 -0.465
H25 -0.393 1.897 5.875
H26 -5.408 -0.323 2.089
C17 -2.391 -0.617 -2.071
H27 0.330 -2.008 -5.578
C18 4.516 0.836 -0.438
C19 -3.607 -2.532 3.339
H28 -2.336 -3.222 -2.763
H29 -3.641 0.790 3.269
N4 0.922 -2.315 -3.106
C20 1.317 4.833 0.081
H30 2.966 -1.970 -2.621
C21 -0.775 1.379 5.004
H31 1.776 0.050 5.312
H32 -1.064 2.389 0.328
H33 -2.536 -1.196 -1.154
F4 0.672 -4.189 3.083
C22 1.528 6.162 0.432
N5 -1.491 -1.297 -3.016
C23 0.085 0.701 4.162
O2 0.424 0.106 -1.969
H34 -3.646 -4.026 0.816
H35 0.105 2.521 -0.982
N6 -0.358 0.047 3.076
N7 0.501 -0.197 -4.519
C24 2.344 -2.265 -3.472
Si1 -3.386 -1.730 1.663
H36 -1.738 4.377 1.429
H37 1.432 -2.969 -1.143
F5 2.406 -4.307 1.539
C25 -5.016 -0.894 1.237
H38 3.329 -2.076 1.691
H39 5.551 -1.052 2.159
H40 -4.448 -3.238 3.324
C26 -3.177 -3.116 0.417
C27 0.285 1.243 -4.652
H41 0.453 1.738 -3.699
C28 -1.687 0.018 2.751
C29 -2.017 -2.546 -3.560
H42 -5.769 -1.645 0.960
H43 -2.696 -3.083 3.608

Forces on atoms 1 to 6 (eV/Å):
0.0 -0.1 -0.1
0.0 0.0 0.0
0.0 0.0 0.0
0.0 -0.1 0.0
0.0 -0.1 0.1
0.0 -0.1 0.0

Here are the Mulliken charges for atoms 1 to 6, given in e: 0.330 0.465 0.380 0.100 0.688 0.412

Density functional theory data (wB97M-V/def2-TZVPD) for a molecular structure, C28H60BrN8O3P2PbSSi.

Results
- maximum force (Eh/bohr) = 0.01426
- highest occupied orbital energy (spin up / spin down) (eV) = -15.91 / -15.91
- molecular weight (g/mol) = 966.05
- net charge = +3
- relative energy (zero: lowest compared OMol25 entry of this formula, charge and spin) (kcal/mol) = 0.0
- multiplicity = 1

Positions of all 105 atoms, in Å:
C1 2.351 -1.496 6.874
H1 -3.525 -2.156 -3.725
N1 -0.789 2.545 5.036
H2 -1.329 -2.051 6.109
H3 2.198 1.263 2.431
H4 0.654 3.510 6.258
C2 0.573 -3.707 -3.588
C3 -3.856 0.294 2.685
C4 -2.439 -2.258 -3.773
N2 -1.724 2.427 0.110
H5 -0.055 -0.421 -7.269
O1 0.293 0.530 3.777
C5 -2.407 -0.931 -5.888
C6 4.251 -2.100 4.759
H6 4.603 -2.941 0.633
C7 1.446 -1.458 7.930
N3 3.658 -2.985 0.283
C8 0.139 2.551 6.168
H7 -5.144 0.681 0.348
H8 -1.550 4.494 5.318
H9 0.763 -4.322 -6.258
H10 -2.071 -2.393 -2.756
H11 2.851 -2.210 -4.030
H12 -2.136 -0.013 -6.406
C9 -0.284 -1.896 6.349
H13 -2.173 0.197 -2.607
C10 2.643 -2.693 1.084
C11 2.386 0.686 -5.033
H14 1.142 0.803 -7.619
H15 -0.479 -3.953 -3.488
H16 -0.113 4.625 3.413
C12 0.881 -2.779 -4.780
H17 -4.933 0.440 2.765
H18 1.792 -1.275 8.938
H19 3.036 2.712 3.022
N4 0.569 -1.930 5.339
H20 -0.793 -3.577 -5.948
C13 2.806 -1.922 4.469
N5 0.942 2.855 2.957
S1 1.052 -2.869 0.635
H21 -3.555 0.147 -3.704
H22 3.486 -3.400 -0.619
C14 1.878 -1.747 5.591
H23 -3.689 0.881 -0.635
C15 0.110 -1.678 7.669
H24 4.636 -1.189 5.223
H25 1.646 4.755 3.539
C16 -2.658 3.550 0.036
H26 -2.914 3.736 -1.008
H27 2.332 2.696 1.397
C17 0.998 0.456 -5.566
H28 -3.389 0.749 3.555
H29 4.381 -2.907 5.482
N6 -3.386 0.922 1.451
C18 -1.893 -0.978 -4.438
H30 -3.669 -0.787 2.685
H31 -3.568 3.325 0.585
H32 -0.625 -1.689 8.460
H33 2.379 1.153 -4.051
H34 0.417 -2.746 -6.934
H35 -2.063 -1.774 -6.486
C19 2.395 -2.665 -4.909
H36 -0.903 1.527 -5.735
H37 -2.229 -3.155 -4.350
H38 2.854 1.377 -5.746
H39 -2.490 3.192 6.057
O2 -0.808 0.215 1.088
H40 -0.690 2.728 -1.684
H41 -2.555 3.433 4.308
H42 4.829 -2.309 3.869
C20 -2.467 0.216 -3.657
P1 -1.808 1.312 1.283
H43 3.402 -1.338 7.058
H44 -3.497 -0.973 -5.872
H45 0.879 1.759 6.058
H46 -2.206 4.454 0.450
C21 0.269 -3.368 -6.055
P2 -0.216 1.939 3.646
H47 -0.423 2.371 7.085
N7 2.282 -1.988 3.248
H48 3.010 -0.200 -5.007
H49 2.707 -2.122 -5.798
H50 0.580 2.474 -5.780
C22 -0.477 2.640 -0.616
C23 0.081 1.626 -5.292
H51 -0.001 1.865 -4.233
Br1 0.632 -0.500 -2.289
H52 -2.192 1.180 -4.075
Si1 0.008 -1.096 -4.349
H53 1.678 -0.819 -7.192
H54 0.005 3.564 -0.286
H55 0.929 -3.305 -2.640
C24 0.829 4.311 2.967
N8 3.158 -2.293 2.323
H56 0.198 1.803 -0.458
H57 2.800 -3.675 -5.007
H58 0.867 4.701 1.948
C25 0.929 -0.062 -6.977
C26 -1.909 3.473 5.180
O3 -1.531 2.024 2.723
H59 -3.999 -0.664 0.183
C27 2.197 2.350 2.424
Pb1 -0.215 -1.531 2.877
H60 1.106 -4.641 -3.784
C28 -4.089 0.422 0.266

Forces on atoms 1 to 6 (eV/Å):
-0.1 0.0 0.0
0.0 0.0 0.0
0.1 0.0 -0.1
0.0 0.0 0.0
0.0 0.0 0.0
0.0 0.0 0.0

Here are the Mulliken charges for atoms 1 to 6, given in e: -0.481 0.602 0.458 0.464 0.041 0.291

Density functional theory data (wB97M-V/def2-TZVPD) for a single H2N2O4S molecule in a non-equilibrium geometry.

Results
- maximum force (Eh/bohr) = 0.10626
- highest occupied orbital energy (spin up / spin down) (eV) = -6.57 / -11.23
- molecular weight (g/mol) = 126.09
- relative energy (zero: lowest compared OMol25 entry of this formula, charge and spin) (kcal/mol) = 74.4
- multiplicity = 3

Positions of all 9 atoms, in Å:
N1 1.485 -0.894 -0.014
O1 0.628 -1.671 -0.324
O2 1.145 0.410 0.061
O3 2.615 -1.132 0.243
N2 -1.544 0.203 -0.162
H1 -1.906 0.096 0.774
H2 -1.535 -0.659 -0.687
S1 -0.373 1.336 -0.457
O4 -0.515 2.310 0.566

Forces on atoms 1 to 6 (eV/Å):
-0.2 -0.5 0.2
-0.8 -0.7 -0.5
3.3 -0.9 1.3
1.4 -0.2 0.2
-0.1 -0.3 -0.4
0.2 0.4 0.2

Here are the Mulliken charges for atoms 1 to 6, given in e: 1.171 -0.581 -0.338 -0.544 -0.421 0.281

The highest molecular weight belongs to which entry?
C28H60BrN8O3P2PbSSi